Computed, not measured: a molecular structure, C36H41KN9S3, with ωB97M-V/def2-TZVPD.

Values from the calculation:
Total charge   -1
ΔE to the lowest compared entry with this formula, charge and spin   42.6 kJ/mol
Lowest unoccupied orbital energy   0.084 hartree
E   -3683.88153 a.u.

Geometry as XYZ:
```
90
C36H41KN9S3 (ωB97M-V/def2-TZVPD)
K 0.859 0.015 -0.930
C -1.519 6.582 -1.038
C -1.853 5.436 -1.987
N -2.037 4.166 -1.316
C -1.002 3.401 -0.846
S -1.463 2.044 0.130
N 0.197 3.826 -1.180
N 1.219 2.986 -0.831
C 2.391 3.507 -0.859
C 2.646 4.949 -1.197
C 3.525 2.593 -0.538
C 4.723 3.054 0.009
C 5.715 2.140 0.333
C 5.504 0.794 0.089
C 4.293 0.420 -0.477
N 3.332 1.289 -0.774
H -1.369 7.514 -1.589
H -0.604 6.350 -0.492
H -2.323 6.738 -0.316
H -1.052 5.317 -2.716
H -2.773 5.654 -2.535
H -2.930 3.948 -0.912
H 1.820 5.561 -0.840
H 2.695 5.077 -2.282
H 3.580 5.315 -0.778
H 4.870 4.104 0.210
H 6.640 2.481 0.779
H 6.251 0.048 0.324
H 4.073 -0.617 -0.715
C -2.496 -2.116 4.964
C -2.722 -1.718 3.498
C -2.368 -0.241 3.345
C -4.203 -1.898 3.140
C -1.864 -2.606 2.598
C -2.100 -3.995 2.567
C -1.373 -4.847 1.762
C -0.374 -4.310 0.955
S 0.666 -5.057 -0.210
C 1.382 -3.478 -0.566
N 0.891 -2.506 0.130
C -0.108 -2.940 0.983
C -0.852 -2.092 1.808
C 2.392 -3.337 -1.633
C 3.183 -4.454 -1.941
C 4.122 -4.374 -2.953
C 4.255 -3.172 -3.643
C 3.454 -2.085 -3.310
C 2.472 -2.091 -2.296
H -3.121 -1.506 5.622
H -1.451 -1.961 5.241
H -2.743 -3.165 5.137
H -3.018 0.356 3.992
H -2.503 0.114 2.320
H -1.335 -0.047 3.638
H -4.823 -1.254 3.770
H -4.536 -2.928 3.283
H -4.381 -1.629 2.097
H -2.883 -4.415 3.187
H -1.588 -5.909 1.752
H -0.619 -1.035 1.800
H 3.082 -5.380 -1.381
H 4.744 -5.228 -3.197
H 4.987 -3.091 -4.442
H 3.607 -1.171 -3.885
C -0.722 3.572 3.348
N -0.059 2.416 3.921
C 0.980 1.766 3.373
N 1.369 2.214 2.152
S 1.752 0.512 4.188
H -1.323 4.043 4.124
H -1.361 3.303 2.505
H 0.023 4.291 3.000
H -0.362 2.049 4.805
H 0.652 2.534 1.502
H 2.072 1.640 1.713
N -3.724 -1.496 -2.163
C -2.760 -1.006 -1.322
N -1.564 -1.406 -1.625
C -1.721 -2.203 -2.755
C -0.757 -2.877 -3.504
C -1.198 -3.613 -4.587
C -2.559 -3.681 -4.927
C -3.524 -3.013 -4.196
C -3.076 -2.273 -3.105
H -4.703 -1.283 -2.120
H -3.002 -0.338 -0.509
H 0.292 -2.791 -3.238
H -0.477 -4.148 -5.194
H -2.861 -4.270 -5.785
H -4.572 -3.067 -4.462
```

***

Computed, not measured: 2 unconnected molecules or ions with the total composition CH5NO2S, with ωB97M-V/def2-TZVPD.

Values from the calculation:
ΔE to the lowest compared entry with this formula, charge and spin   621.0 kJ/mol
Lowest unoccupied orbital energy (alpha / beta)   -0.032 / -0.008 hartree
E   -644.30777 a.u.

Geometry as XYZ:
```
10
CH5NO2S (ωB97M-V/def2-TZVPD)
C -1.056 0.780 0.047
N 0.397 0.838 0.382
O 2.246 -2.897 -0.994
O 1.810 -2.186 0.099
S 1.710 0.430 -0.458
H -1.610 1.594 -0.501
H -1.076 -0.136 -0.502
H -1.478 0.488 1.073
H 0.545 0.772 1.396
H 2.773 -3.610 -0.623
```

***

Look up the ΔE to the lowest compared entry with this formula, charge and spin of the first one.
42.6 kJ/mol

***

What is the formula in the first record?
C36H41KN9S3